{
  "formula": "C28H36F6N8OSbV",
  "method": "the ωB97M-V functional and the def2-TZVPD basis",
  "species": ["V", "C", "N", "C", "C", "C", "C", "C", "C", "N", "C", "C", "C", "C", "C", "C", "N", "C", "C", "C", "C", "C", "N", "H", "H", "H", "H", "H", "H", "H", "H", "H", "H", "H", "H", "H", "H", "H", "H", "H", "H", "N", "C", "C", "C", "C", "N", "H", "H", "H", "H", "H", "H", "H", "H", "H", "H", "H", "H", "F", "Sb", "F", "F", "F", "F", "F", "N", "C", "O", "C", "C", "C", "N", "C", "C", "H", "H", "H", "H", "H", "H"],
  "coordinates": [[-0.0518, -0.0834, 0.0128], [-0.3613, -2.0864, 2.5504], [-0.7990, -2.3052, 1.1629], [-2.2578, -2.4225, 1.1335], [-3.0177, -1.1507, 0.8980], [-4.3731, -1.1568, 1.1998], [-5.1689, -0.0966, 0.8147], [-4.5755, 0.9313, 0.1002], [-3.2193, 0.8749, -0.1376], [-2.4155, -0.1226, 0.2828], [-0.2451, -3.5998, 0.6938], [1.2577, -3.6325, 0.6837], [1.9489, -4.7183, 1.1931], [3.3352, -4.7058, 1.1499], [3.9708, -3.6021, 0.6092], [3.1943, -2.5612, 0.1287], [1.8579, -2.5650, 0.1533], [-0.5038, -0.6724, 3.0182], [-0.7319, -0.3980, 4.3525], [-0.5663, 0.8961, 4.8214], [-0.1250, 1.8647, 3.9381], [0.0421, 1.5224, 2.6123], [-0.2051, 0.2926, 2.1303], [-0.8812, -2.7676, 3.2327], [0.7041, -2.3164, 2.6153], [-2.5376, -3.1080, 0.3252], [-2.6257, -2.9009, 2.0472], [-4.7945, -2.0074, 1.7193], [-6.2264, -0.0849, 1.0412], [-5.1465, 1.7708, -0.2699], [-2.7608, 1.6629, -0.7086], [-0.6270, -4.4139, 1.3206], [-0.6273, -3.7904, -0.3134], [1.4116, -5.5552, 1.6193], [3.9054, -5.5379, 1.5402], [5.0483, -3.5343, 0.5638], [3.6874, -1.6862, -0.2816], [-0.9942, -1.2051, 5.0230], [-0.7310, 1.1286, 5.8648], [0.1114, 2.8682, 4.2605], [0.4372, 2.2472, 1.9187], [-0.7844, -1.3657, -1.5276], [-1.1544, -0.9306, -2.9143], [-0.0851, -1.2980, -3.9274], [1.2707, -0.6149, -3.7884], [2.0307, -0.8918, -2.5012], [1.6289, -0.0781, -1.3131], [-0.0732, -2.0947, -1.5800], [-1.5984, -1.8028, -1.1163], [-1.3667, 0.1381, -2.9014], [-2.0819, -1.4331, -3.1886], [-0.4858, -1.0913, -4.9211], [0.0603, -2.3836, -3.8884], [1.1930, 0.4611, -3.9658], [1.8996, -0.9773, -4.6035], [3.0914, -0.6905, -2.6608], [1.9521, -1.9433, -2.2217], [1.9088, 0.8894, -1.4752], [2.2907, -0.3529, -0.5885], [2.2090, 0.0843, 1.2810], [3.5652, 1.5286, 1.2568], [2.7544, 2.2521, 2.7870], [4.6796, 0.4189, 2.2525], [4.7668, 2.9272, 1.0703], [4.1306, 0.6894, -0.3546], [2.2257, 2.4032, 0.1996], [-0.0288, 6.5574, -2.8234], [-0.9649, 5.9914, -2.0341], [-1.9874, 6.5228, -1.6676], [-0.7116, 4.5588, -1.6139], [-1.1330, 4.1747, -0.3489], [-0.9880, 2.8641, 0.0384], [-0.4578, 1.9030, -0.7463], [-0.0909, 2.2851, -1.9794], [-0.1942, 3.5801, -2.4480], [-0.1581, 7.5229, -3.0844], [0.8822, 6.1523, -2.9482], [-1.5925, 4.8969, 0.3119], [-1.3581, 2.5528, 1.0014], [0.3020, 1.5194, -2.6252], [0.1108, 3.8020, -3.4618]],
  "forces_ev_per_angstrom": [[-0.6, -1.1, 0.2], [0.0, 0.0, 0.1], [0.4, 0.2, 0.1], [-0.1, 0.0, 0.0], [0.0, 0.0, 0.1], [0.0, 0.0, 0.0], [0.0, 0.0, 0.0], [0.0, 0.0, 0.0], [0.0, 0.0, 0.0], [0.1, 0.2, -0.2], [0.0, -0.1, 0.0], [0.0, 0.0, 0.0], [0.0, 0.0, 0.0], [0.0, 0.0, 0.0], [0.0, 0.0, 0.0], [0.0, 0.0, 0.0], [0.0, -0.1, 0.1], [0.0, 0.0, -0.1], [0.0, 0.0, 0.0], [0.0, 0.0, 0.0], [0.0, 0.0, 0.0], [0.0, 0.0, 0.1], [0.0, 0.3, 0.1], [0.0, 0.0, 0.0], [0.0, 0.0, 0.0], [0.0, 0.0, 0.0], [0.0, 0.0, 0.0], [0.0, 0.0, 0.0], [0.0, 0.0, 0.0], [0.0, 0.0, 0.0], [0.0, 0.0, 0.0], [0.0, 0.0, 0.0], [0.0, 0.0, 0.0], [0.0, 0.0, 0.0], [0.0, 0.0, 0.0], [0.0, 0.0, 0.0], [0.0, 0.0, 0.0], [0.0, 0.0, 0.0], [0.0, 0.0, 0.0], [0.0, 0.0, 0.0], [0.0, 0.0, 0.0], [0.0, 0.1, -0.2], [0.0, 0.0, 0.1], [0.0, 0.0, 0.0], [0.0, 0.0, 0.0], [0.0, 0.1, 0.0], [0.0, 0.1, -0.1], [0.0, 0.0, 0.0], [0.0, 0.0, 0.0], [0.0, 0.0, 0.0], [0.0, 0.0, 0.0], [0.0, 0.0, 0.0], [0.0, 0.0, 0.0], [0.0, 0.0, 0.0], [0.0, 0.0, 0.0], [0.0, 0.0, 0.0], [0.0, 0.0, 0.0], [0.0, 0.0, 0.0], [0.0, 0.0, 0.1], [-0.1, 0.1, -0.1], [0.2, 0.0, 0.1], [0.0, -0.1, 0.0], [-0.1, 0.0, 0.0], [0.0, 0.0, 0.0], [0.0, 0.0, 0.0], [-0.1, 0.0, -0.1], [0.0, 0.0, 0.0], [0.0, 0.0, 0.0], [0.0, 0.0, 0.0], [0.0, 0.0, 0.0], [0.0, 0.0, 0.0], [0.0, 0.0, 0.0], [0.3, 0.3, 0.1], [0.1, 0.0, 0.0], [0.0, 0.0, 0.0], [0.0, 0.0, 0.0], [0.0, 0.0, 0.0], [0.0, 0.0, 0.0], [0.0, 0.0, 0.0], [0.0, 0.0, 0.0], [0.0, 0.0, 0.0]],
  "homo_energy_ev": [-14.85, -14.84],
  "s2": 2.0160,
  "multiplicity": 3,
  "homo_lumo_gap_ev": [8.167, 8.739],
  "total_charge": 2
}

=====

{
  "formula": "C28H36IrN4SSi2",
  "method": "the ωB97M-V functional and the def2-TZVPD basis",
  "species": ["Ir", "C", "Si", "C", "C", "C", "C", "C", "C", "C", "C", "N", "Si", "C", "C", "C", "H", "H", "H", "H", "H", "H", "H", "H", "H", "H", "H", "H", "H", "H", "H", "H", "H", "H", "H", "H", "H", "H", "C", "C", "C", "C", "C", "C", "C", "C", "C", "C", "C", "C", "C", "C", "C", "N", "H", "H", "H", "H", "H", "H", "H", "H", "H", "H", "N", "C", "N", "S", "H", "H", "H", "H"],
  "coordinates": [[0.5935, -0.2391, -0.8805], [-1.6010, -2.2639, 2.0689], [0.2670, -2.1758, 1.9913], [0.8543, -2.5266, 3.7467], [1.0976, -3.5635, 1.0174], [0.8705, -0.5090, 1.2614], [2.3338, -0.7100, 1.0200], [3.4227, -0.8424, 1.8774], [4.6738, -1.0661, 1.3347], [4.8527, -1.1362, -0.0440], [3.7541, -0.9716, -0.8519], [2.5397, -0.7721, -0.3255], [0.5773, 1.0208, 2.3455], [1.0301, 0.8526, 4.1660], [-1.2473, 1.4832, 2.3340], [1.7231, 2.3887, 1.7354], [-1.9006, -3.2850, 2.3200], [-2.1158, -1.9781, 1.1569], [-1.9540, -1.6167, 2.8779], [0.5132, -3.5327, 4.0084], [0.4576, -1.8451, 4.5008], [1.9425, -2.5345, 3.8346], [0.5325, -4.4955, 1.0869], [2.0767, -3.7470, 1.4710], [1.2665, -3.3452, -0.0350], [3.2805, -0.7760, 2.9457], [5.5301, -1.1848, 1.9866], [5.8292, -1.3063, -0.4724], [3.8148, -0.9881, -1.9329], [0.3531, 0.1924, 4.7112], [0.9490, 1.8429, 4.6239], [2.0510, 0.5062, 4.3356], [-1.7134, 1.0956, 3.2438], [-1.8018, 1.0711, 1.4928], [-1.3847, 2.5669, 2.3328], [2.6953, 2.2676, 2.2217], [1.3472, 3.3783, 2.0049], [1.8950, 2.3828, 0.6575], [-1.6429, -3.7156, -2.0273], [-2.9590, -3.2791, -1.9061], [-3.2070, -1.9600, -1.5667], [-2.1416, -1.1021, -1.3072], [-0.8081, -1.5598, -1.3321], [-0.5785, -2.8645, -1.7538], [-2.2600, 0.3426, -1.1648], [-3.4716, 1.0693, -1.1600], [-3.4321, 2.4251, -1.1044], [-2.1812, 3.0915, -1.1365], [-2.0869, 4.4985, -1.1835], [-0.8700, 5.1112, -1.2989], [0.2966, 4.3284, -1.3767], [0.2371, 2.9614, -1.3079], [-1.0039, 2.3134, -1.1662], [-1.0831, 0.9418, -1.1002], [-1.4417, -4.7319, -2.3416], [-3.7776, -3.9579, -2.1022], [-4.2263, -1.5981, -1.5162], [0.4327, -3.2284, -1.8759], [-4.4074, 0.5299, -1.1709], [-4.3417, 3.0114, -1.0622], [-3.0001, 5.0792, -1.1405], [-0.8000, 6.1896, -1.3387], [1.2589, 4.8116, -1.4865], [1.1451, 2.3782, -1.3799], [0.0017, 1.6747, -4.7999], [-0.0702, 0.5303, -4.1261], [-1.1746, -0.1980, -4.2042], [1.2876, 0.0058, -3.2087], [-0.7156, 1.9752, -5.4402], [0.8431, 2.2203, -4.7259], [-1.9987, 0.1221, -4.6874], [-1.2287, -1.0540, -3.6702]],
  "forces_ev_per_angstrom": [[0.6, 0.6, -0.4], [0.1, 0.0, 0.1], [0.0, -0.1, -0.2], [0.0, 0.2, 0.1], [0.0, 0.1, 0.0], [0.2, -0.2, 0.3], [0.0, 0.1, -0.5], [0.0, 0.1, 0.0], [0.0, 0.0, 0.1], [0.0, 0.0, 0.0], [-0.2, 0.0, -0.2], [-0.7, -0.5, 0.5], [-0.1, 0.1, 0.0], [-0.1, -0.1, 0.0], [0.0, 0.0, 0.0], [0.0, 0.0, -0.1], [0.0, 0.0, 0.0], [0.0, 0.0, -0.1], [0.0, 0.0, 0.0], [0.0, 0.0, 0.0], [0.0, -0.1, -0.1], [0.0, 0.0, 0.0], [0.0, 0.0, 0.0], [0.0, 0.0, 0.0], [0.0, 0.0, 0.1], [0.0, 0.0, 0.0], [0.0, 0.0, 0.0], [0.0, 0.0, 0.0], [0.0, -0.1, 0.0], [0.0, 0.1, 0.0], [0.0, 0.0, 0.0], [0.0, 0.0, 0.0], [0.0, 0.0, 0.0], [0.0, 0.0, -0.1], [0.0, 0.0, 0.0], [0.0, 0.0, 0.0], [0.0, 0.0, 0.0], [0.0, 0.0, 0.1], [0.0, 0.0, 0.0], [0.0, 0.1, 0.0], [0.0, -0.1, 0.0], [0.1, 0.1, 0.0], [0.1, 0.0, 0.1], [0.0, -0.2, 0.0], [-0.1, -0.3, 0.1], [-0.1, 0.0, 0.1], [0.0, 0.0, 0.0], [0.0, 0.0, 0.0], [0.0, 0.0, 0.0], [0.0, 0.0, 0.0], [0.0, 0.0, 0.0], [0.1, 0.1, 0.1], [-0.1, 0.1, 0.0], [0.3, -0.1, 0.2], [0.0, 0.0, 0.0], [0.0, 0.0, 0.0], [0.0, 0.0, 0.0], [0.0, 0.0, 0.0], [0.0, 0.0, 0.0], [0.0, 0.0, 0.0], [0.0, 0.0, 0.0], [0.0, 0.0, 0.0], [0.0, 0.0, 0.0], [0.0, 0.0, 0.0], [0.0, 0.0, 0.0], [0.0, 0.0, 0.0], [0.0, 0.0, 0.0], [-0.1, 0.1, 0.1], [0.0, 0.0, 0.0], [0.0, 0.0, 0.0], [0.0, 0.0, 0.0], [0.0, 0.0, 0.0]],
  "homo_energy_ev": -10.55,
  "homo_lumo_gap_ev": 7.455,
  "total_charge": 1
}

=====

{
  "formula": "C28H36MnN4O7SSe",
  "method": "the ωB97M-V functional and the def2-TZVPD basis",
  "species": ["Mn", "C", "C", "C", "C", "C", "N", "C", "C", "C", "N", "C", "C", "C", "C", "C", "C", "C", "C", "N", "C", "C", "C", "N", "C", "C", "C", "C", "O", "C", "O", "H", "H", "H", "H", "H", "H", "H", "H", "H", "H", "H", "H", "H", "H", "H", "H", "H", "H", "H", "H", "H", "H", "H", "H", "H", "H", "H", "H", "O", "Se", "O", "O", "O", "O", "S", "C", "C", "C", "C", "H", "H", "H", "H", "H", "H", "H", "H"],
  "coordinates": [[-0.3888, 1.3888, 0.7804], [-5.6940, 1.2012, -3.1021], [-4.7054, 0.8758, -2.0191], [-4.0910, -0.3407, -1.9263], [-3.2013, -0.6401, -0.8617], [-2.6346, -1.8960, -0.5981], [-2.3563, -2.8822, -1.4222], [-2.1712, -2.8177, -2.8785], [-1.0321, -1.8874, -3.2950], [0.3650, -2.3346, -2.8613], [0.5909, -2.0763, -1.4504], [0.9363, -2.9299, -0.5473], [1.1314, -2.5957, 0.8239], [1.4733, -3.6005, 1.7431], [1.6243, -3.3464, 3.0909], [2.0008, -4.4223, 4.0720], [1.4172, -2.0329, 3.5194], [1.0587, -0.9980, 2.6642], [0.8770, 0.3269, 3.2219], [0.3307, 1.3431, 2.6647], [0.3829, 2.6370, 3.3686], [-0.9595, 3.3485, 3.5155], [-1.5465, 3.9047, 2.2203], [-1.9392, 2.8001, 1.3684], [-3.0875, 2.7492, 0.8332], [-3.4935, 1.6410, -0.0288], [-4.3840, 1.8540, -1.0498], [-2.8703, 0.3603, 0.1077], [-1.9776, 0.1219, 0.9953], [0.9328, -1.2543, 1.2673], [0.6577, -0.3310, 0.4287], [-5.8138, 0.3667, -3.7913], [-5.3682, 2.0695, -3.6766], [-6.6737, 1.4339, -2.6824], [-4.3503, -1.1121, -2.6388], [-2.3782, -2.0907, 0.4394], [-2.0488, -3.7364, -0.9841], [-3.0980, -2.5362, -3.3711], [-1.9503, -3.8382, -3.1922], [-1.2131, -0.8673, -2.9463], [-1.0417, -1.8417, -4.3856], [1.1184, -1.7607, -3.4027], [0.5395, -3.3938, -3.0622], [0.5879, -1.0995, -1.1224], [1.0525, -3.9664, -0.8566], [1.6265, -4.6095, 1.3732], [2.0681, -5.3924, 3.5824], [1.2655, -4.5024, 4.8732], [2.9682, -4.2146, 4.5309], [1.5356, -1.8098, 4.5755], [1.2609, 0.4546, 4.2367], [1.0731, 3.2688, 2.8035], [0.8103, 2.4713, 4.3609], [-0.7939, 4.1824, 4.2004], [-1.6837, 2.6851, 3.9954], [-0.7956, 4.4837, 1.6759], [-2.3967, 4.5587, 2.4352], [-3.8012, 3.5661, 0.9715], [-4.8346, 2.8372, -1.1465], [1.1589, 2.9058, -2.5134], [0.1816, 3.0313, -1.2672], [-0.7880, 4.2944, -1.1972], [-0.7697, 1.6063, -1.0683], [0.9238, 2.7734, 0.2419], [2.9340, -0.9925, -1.7182], [2.9569, 0.4655, -1.3542], [4.2351, 1.2356, -2.4078], [5.4761, 1.5161, -1.5566], [5.4394, 0.5388, -0.3843], [4.0056, 0.6033, 0.1190], [3.8018, 2.1180, -2.8750], [4.4126, 0.4756, -3.1689], [5.4376, 2.5392, -1.1764], [6.3856, 1.4235, -2.1494], [6.1587, 0.7936, 0.3942], [5.6565, -0.4748, -0.7287], [3.7746, 1.5710, 0.5732], [3.7079, -0.1968, 0.7967]],
  "forces_ev_per_angstrom": [[0.2, 0.0, -0.4], [0.0, 0.0, 0.0], [0.0, -0.1, -0.1], [0.0, 0.0, 0.0], [0.0, 0.0, 0.1], [0.0, -0.1, 0.0], [-0.1, 0.0, 0.1], [0.0, -0.1, 0.0], [0.0, 0.0, -0.1], [0.0, 0.1, 0.0], [-0.1, -0.2, 0.2], [-0.1, 0.0, -0.2], [0.1, 0.1, 0.2], [0.0, 0.0, 0.0], [0.0, 0.0, 0.0], [0.0, 0.0, 0.0], [0.0, 0.1, -0.1], [0.0, -0.2, -0.1], [-0.1, 0.1, 0.1], [0.1, 0.0, 0.0], [0.0, 0.0, 0.0], [0.0, 0.0, 0.0], [0.0, 0.0, 0.0], [-0.1, 0.0, 0.0], [0.0, 0.2, 0.0], [-0.1, -0.1, -0.1], [0.1, 0.0, 0.1], [0.0, 0.0, -0.1], [-0.1, -0.1, 0.1], [-0.1, -0.1, 0.1], [0.1, 0.0, 0.0], [0.0, 0.0, 0.0], [0.0, 0.0, 0.0], [0.0, 0.0, 0.0], [0.0, 0.0, 0.0], [0.0, 0.0, 0.0], [0.0, 0.0, 0.0], [0.0, 0.0, 0.0], [0.0, 0.0, 0.0], [0.0, 0.0, 0.0], [0.0, 0.0, 0.0], [0.0, 0.0, 0.0], [0.0, 0.0, 0.0], [-0.1, 0.0, 0.0], [0.0, 0.0, 0.0], [0.0, 0.0, 0.0], [0.0, 0.0, 0.0], [0.0, 0.0, 0.0], [0.0, 0.0, 0.0], [0.0, 0.0, 0.0], [0.0, 0.0, 0.0], [0.0, 0.0, 0.0], [0.0, 0.0, 0.0], [0.0, 0.0, 0.0], [0.0, 0.0, 0.0], [0.0, 0.0, 0.0], [0.0, 0.0, 0.0], [0.0, 0.0, 0.0], [0.0, 0.0, 0.0], [0.3, -0.1, -0.2], [-0.2, 0.0, 0.1], [-0.1, 0.3, 0.0], [0.0, -0.2, 0.2], [0.0, 0.1, 0.1], [0.2, -0.2, -0.1], [0.0, 0.3, 0.1], [0.0, 0.0, 0.0], [0.0, 0.1, 0.0], [0.0, 0.0, 0.0], [0.0, 0.0, 0.0], [0.0, 0.0, 0.0], [0.0, 0.0, 0.0], [0.0, 0.0, 0.0], [0.0, 0.0, 0.0], [0.0, 0.0, 0.0], [0.0, 0.0, 0.0], [0.0, 0.0, 0.0], [0.0, 0.0, 0.0]],
  "homo_energy_ev": [-10.67, -10.71],
  "s2": 6.0514,
  "multiplicity": 5,
  "homo_lumo_gap_ev": [7.075, 7.211],
  "total_charge": 1
}